[1]
Here is a 14-piece molecular cluster, C18H45Cl26NO3P3 overall at a distorted geometry from the Open Molecules 2025 dataset. Energies are from ωB97M-V with the def2-TZVPD basis set.

Computed properties:
Frontier orbital gap, eV: 4.92
Net charge: -1
Electronic energy, a.u.: -13982.26113
LUMO, eV: 1.66

Structure (XYZ):
```
96
C18H45Cl26NO3P3 (ωB97M-V with the def2-TZVPD basis set)
Cl 1.33 0.29 -3.81
Cl 1.42 -8.80 5.85
Cl 7.64 0.43 2.46
Cl -4.62 3.85 0.37
Cl -4.14 1.35 1.90
Cl 5.74 6.98 -1.78
Cl 4.16 0.69 -4.49
Cl -6.41 2.74 -9.08
Cl -2.51 0.95 -2.02
Cl -0.59 -5.78 5.76
Cl -0.15 -3.49 -2.69
Cl 6.89 5.00 2.48
Cl 3.78 9.03 -1.04
Cl -6.57 1.08 -5.47
Cl -0.69 3.62 2.79
Cl 7.68 1.02 -0.42
Cl -8.54 2.75 -4.06
Cl -7.34 4.81 -7.22
Cl 4.96 7.09 3.20
Cl 0.97 2.33 0.75
Cl -5.38 1.32 -2.18
Cl 2.02 -7.74 3.18
Cl -0.79 -5.55 2.85
Cl -0.43 3.93 -2.73
Cl 2.34 4.72 -3.47
Cl -2.53 -2.24 -3.85
P 0.95 -2.32 0.04
P 1.82 -0.49 4.23
P 1.34 -1.46 2.16
O 3.46 -0.27 4.04
O -1.27 -1.09 1.28
O 1.34 1.09 3.96
N 2.30 -2.77 -0.72
C -1.70 -3.77 -3.45
C 1.48 -3.21 2.92
C 4.30 7.88 -2.28
C -1.18 -6.53 4.27
C -5.14 2.79 1.70
C 6.81 1.22 1.11
C 2.65 -8.10 4.79
C -8.22 1.74 -5.47
C -2.62 -1.52 1.20
C -3.89 1.06 -3.10
C 2.91 -3.59 3.35
C 2.97 -0.33 -3.64
C -2.80 -3.05 1.22
C 5.47 5.92 1.97
C -0.66 2.73 1.26
C 1.28 3.48 -2.78
C -5.94 3.98 -7.92
C -0.60 -1.35 2.53
H 1.14 -3.96 2.19
H 1.59 3.30 -1.76
H 2.95 -4.64 3.67
H -0.99 -2.27 3.00
H 1.36 2.59 -3.37
H 3.00 -1.32 -4.06
H 2.76 -1.49 1.82
H -0.79 -0.52 3.22
H -3.80 -3.30 0.83
H -1.19 1.79 1.40
H 0.50 1.23 4.41
H 0.08 -3.43 0.16
H 3.51 7.17 -2.45
H -8.91 0.90 -5.46
H -1.13 3.34 0.50
H 0.31 -1.35 -0.76
H -5.32 4.72 -8.43
H 2.31 -3.76 -0.95
H 4.53 8.43 -3.18
H 3.63 -3.44 2.52
H -3.99 0.14 -3.65
H -6.16 2.48 1.51
H -2.75 -3.45 2.25
H 3.86 -0.18 4.90
H 5.71 6.46 1.07
H 3.23 -2.98 4.21
H -2.26 -6.63 4.34
H 6.75 2.28 1.32
H -5.39 3.50 -7.11
H -5.07 3.36 2.62
H 4.65 5.23 1.80
H -2.34 -4.33 -2.77
H -1.55 -4.32 -4.38
H 5.82 0.78 1.01
H 3.00 -7.17 5.24
H 3.21 -0.35 -2.58
H 1.22 -0.11 1.62
H -3.74 1.90 -3.77
H -2.01 -3.53 0.64
H -3.00 -1.15 0.23
H -8.34 2.34 -6.36
H -3.26 -1.06 1.97
H 3.46 -8.81 4.69
H -0.70 -7.50 4.16
H 0.81 -3.33 3.80
```

[2]
Here is a 5-piece molecular cluster, C18H45F2N6O6 overall from the Open Molecules 2025 dataset. Energies are from ωB97M-V with the def2-TZVPD basis set.

Computed properties:
Frontier orbital gap, eV: 5.19
Net charge: -1
Electronic energy, a.u.: -1692.44362
LUMO, eV: 2.06

Structure (XYZ):
```
77
C18H45F2N6O6 (ωB97M-V with the def2-TZVPD basis set)
F 1.81 0.12 -0.75
F 5.56 -0.58 -0.80
O -1.39 0.90 1.54
O -4.13 1.01 -2.56
O 8.28 1.18 -1.57
O 2.95 -0.13 -2.63
O -5.21 -0.71 3.27
O 4.73 -0.02 1.16
N 0.46 -1.25 2.15
N 8.77 -1.63 -1.15
N 4.73 1.88 -1.57
N -3.86 2.11 -5.24
N -6.49 -0.87 5.87
N 3.90 1.00 -0.79
C -5.71 0.45 3.90
C -0.92 -1.29 2.63
C -2.25 0.63 0.47
C -4.74 -0.26 -2.44
C 8.75 2.08 -0.59
C 10.83 -0.47 -0.56
C 2.94 0.29 -1.51
C 4.71 0.15 -0.02
C -1.57 0.10 2.69
C -2.96 1.06 -4.75
C -5.94 -1.17 2.15
C -6.82 0.20 4.92
C -8.18 -0.10 4.29
C 9.82 -0.75 -1.67
C -2.88 1.02 -3.22
C -1.70 -2.28 1.78
C -3.34 -0.27 -5.39
C 9.25 0.51 -2.33
H -5.39 -0.22 -1.56
H 10.33 -0.13 0.35
H -6.37 -0.34 1.59
H -1.56 -2.10 0.72
H 8.17 -1.08 -0.54
H 7.96 2.81 -0.44
H -4.41 -0.47 -5.28
H -4.76 1.97 -4.78
H -5.35 -0.51 -3.31
H 8.95 1.58 0.36
H -4.85 0.88 4.43
H 9.66 2.59 -0.93
H -2.64 0.01 2.93
H -6.23 -1.69 5.33
H -3.25 0.33 0.82
H -2.78 -1.09 -4.95
H 11.54 0.30 -0.86
H -2.27 0.17 -2.89
H -8.40 0.59 3.47
H -2.34 1.54 -0.12
H -1.95 1.32 -5.10
H -4.00 -1.04 -2.28
H -1.10 0.66 3.51
H -8.97 -0.01 5.03
H -6.02 1.18 3.14
H -3.54 3.01 -4.91
H -6.93 1.12 5.49
H -5.65 -0.62 6.38
H -1.85 -0.15 -0.19
H 1.04 -0.68 2.76
H -2.77 -2.24 2.01
H -3.13 -0.24 -6.46
H 10.06 1.20 -2.63
H -8.22 -1.12 3.89
H 8.73 0.20 -3.25
H -5.24 -1.71 1.51
H 5.15 1.31 -2.30
H 8.16 -1.91 -1.91
H -0.91 -1.66 3.66
H -2.37 1.92 -2.88
H 10.35 -1.30 -2.46
H -1.35 -3.30 1.99
H 11.38 -1.37 -0.31
H -6.74 -1.86 2.44
H 0.48 -0.76 1.26
```

[3]
Here is a 3-piece molecular cluster, C18H45N3 overall at a distorted geometry from the Open Molecules 2025 dataset. Energies are from ωB97M-V with the def2-TZVPD basis set.

Computed properties:
Frontier orbital gap, eV: 9.20
Structure (SMILES): CCN(CC)CC.CCN(CC)CC.CCN(CC)CC
Electronic energy, a.u.: -876.91858
Relative energy (zero: lowest compared OMol25 entry of this formula, charge and spin), kJ/mol: 318.0
LUMO, eV: 1.10

Structure (XYZ):
```
66
C18H45N3 (ωB97M-V with the def2-TZVPD basis set)
N -0.42 -0.99 -1.42
N -5.63 5.01 -8.51
N 6.08 -3.57 9.63
C 0.74 -0.11 -1.26
C -6.57 5.24 -10.71
C -1.67 -0.76 -0.64
C 0.46 -2.89 0.05
C 4.65 -3.61 9.93
C -6.65 6.30 -6.47
C 0.41 1.35 -1.49
C 4.49 -3.51 11.45
C 0.11 -2.36 -1.32
C -4.70 3.99 -9.01
C -5.87 5.06 -7.02
C -6.93 5.01 -9.22
C 6.84 -4.72 10.09
C 6.29 -2.98 8.32
C -3.22 4.21 -8.62
C 5.94 -3.93 7.20
C -2.88 -1.53 -1.31
C 8.49 -4.51 9.90
H -4.96 4.90 -6.44
H 6.65 -4.77 11.16
H 0.06 1.90 -0.62
H 1.32 1.84 -1.84
H -2.55 4.92 -9.11
H -3.41 4.38 -7.56
H 8.86 -5.14 9.09
H 1.46 -2.58 0.34
H 5.31 -2.91 11.84
H -2.68 3.28 -8.83
H 1.54 -0.47 -1.91
H 7.30 -2.57 8.23
H 4.70 -4.50 11.84
H 5.78 -2.03 8.20
H 6.11 -4.95 7.52
H 6.37 -3.64 6.24
H 0.84 -2.51 -2.11
H -3.76 -1.28 -0.73
H 1.13 -0.24 -0.24
H 0.30 -3.96 0.13
H -0.24 1.29 -2.36
H -6.14 4.42 -11.28
H 6.58 -5.73 9.80
H -2.74 -2.61 -1.47
H -7.48 4.08 -9.06
H -6.46 7.18 -7.08
H -5.90 6.09 -10.83
H -3.00 -1.18 -2.33
H -4.67 3.83 -10.09
H -5.09 3.07 -8.58
H 4.21 -4.49 9.45
H -7.48 5.88 -8.87
H 4.86 -3.83 7.11
H -6.36 6.58 -5.46
H 8.87 -4.69 10.90
H -0.12 -2.58 0.92
H 3.47 -3.31 11.76
H -7.39 5.43 -11.41
H -1.89 0.30 -0.52
H -1.53 -0.99 0.42
H -0.60 -3.06 -1.74
H 4.07 -2.79 9.51
H 8.79 -3.54 9.51
H -6.38 4.15 -6.68
H -7.72 6.13 -6.36
```

> Which value of frontier orbital gap does entry 3 give?

9.20 eV

> The lowest LUMO belongs to which entry?

C18H45N3